Version 1
Entry from the OMol25 dataset: 2 unconnected molecules or ions with the total composition C7H16O (the ωB97M-V functional and the def2-TZVPD basis).

Structure (ORCA input):
```
! RIJCOSX wB97M-V def2-TZVPD def2/J DEFGRID3
* xyz 0 1
C 0.26263 -2.03360 1.57798
C -0.51116 -0.97002 2.36177
C -0.92538 0.18611 1.41836
C -1.35172 -0.18509 -0.00942
C -1.66665 1.04987 -0.85482
C -0.93334 1.08754 -2.17052
C 0.01106 1.99289 -2.40404
H 0.55463 -2.89069 2.18833
H -0.23682 -2.43452 0.69027
H 1.16283 -1.72108 1.02906
H 0.23884 -0.61801 3.07471
H -1.37797 -1.37408 2.86467
H -0.22940 1.02217 1.44432
H -1.83261 0.60292 1.89782
H -0.43463 -0.59454 -0.44052
H -2.16809 -0.90332 0.03587
H -2.73140 1.04555 -1.15436
H -1.65279 2.00109 -0.32105
H -1.30072 0.35139 -2.87432
H 0.46212 2.52763 -1.57852
H 0.35904 2.16186 -3.41147
H 4.09025 -0.31437 -0.84606
H 5.14781 0.23526 -1.68049
O 5.06347 -0.22496 -0.83757
*
```

Structure (SMILES) = C=CCCCCC.O
Gap between HOMO and LUMO = 10.211 eV
LUMO energy = 0.0227 Eh

---

Version 2
Entry from the OMol25 dataset: 2 unconnected molecules or ions with the total composition C7H16O (the ωB97M-V functional and the def2-TZVPD basis).

Structure (ORCA input):
```
! RIJCOSX wB97M-V def2-TZVPD def2/J DEFGRID3
* xyz 0 1
C 2.19953 -0.63977 -0.34453
C 1.16570 -0.44454 0.75378
C 0.57232 0.97943 0.75157
C -0.83838 1.12408 0.24169
C -1.30773 0.34652 -0.71790
C -1.67456 2.23035 0.84900
C -2.84643 1.71569 1.71931
H 2.76565 -1.57358 -0.35665
H 2.94652 0.15209 -0.29327
H 1.84224 -0.62030 -1.37322
H 0.38978 -1.20033 0.68872
H 1.67936 -0.66456 1.69225
H 0.72081 1.47458 1.70839
H 1.26121 1.56923 0.13553
H -0.72926 -0.43326 -1.19371
H -2.28373 0.51525 -1.15866
H -2.04576 2.81826 0.01028
H -1.02673 2.88830 1.42611
H -2.55949 0.72342 2.08059
H -3.01087 2.35331 2.58028
H -3.68853 1.50115 1.06383
H 1.50609 -4.78440 -2.71130
H 2.89886 -4.50436 -2.94585
O 2.08715 -4.00804 -2.72432
*
```

Structure (SMILES) = C=C(CC)CCC.O
Gap between HOMO and LUMO = 9.828 eV
LUMO energy = 0.0302 Eh

---

What is the stability order? It is version 2, version 1, from most stable to least stable.

---

Version 1
Entry from the OMol25 dataset: 2 unconnected molecules or ions with the total composition C2H3N2O2 (the ωB97M-V functional and the def2-TZVPD basis).

Structure (ORCA input):
```
! RIJCOSX wB97M-V def2-TZVPD def2/J DEFGRID3
* xyz 1 1
C 0.32512 -0.19934 0.09385
C 0.86467 -0.09589 -3.18515
N 1.32051 -0.50104 0.58950
N -0.92527 0.03925 -0.14473
O 0.63238 -0.28784 -4.26901
O 1.04289 0.12661 -2.09315
H 2.18830 -0.41532 1.15880
H -1.29452 0.01057 -1.02486
H -1.52194 -0.01807 0.62327
*
```

Gap between HOMO and LUMO = 12.741 eV
LUMO energy = -0.1639 Eh

---

Version 2
Entry from the OMol25 dataset: a gas-phase ion, C2H3N2O2 (charge +1) (the ωB97M-V functional and the def2-TZVPD basis).

Structure (ORCA input):
```
! RIJCOSX wB97M-V def2-TZVPD def2/J DEFGRID3
* xyz 1 1
C 0.73589 -0.76704 -0.00233
C -0.35643 0.03561 0.65237
N 0.72502 0.00070 -1.31154
N -0.13520 0.94459 -1.10716
O 1.43780 -1.69597 0.10643
O -0.73111 1.78616 -1.64855
H -1.44211 -0.24944 0.60900
H -0.25251 0.63032 1.58577
H 0.93825 -0.53203 -2.16341
*
```

Gap between HOMO and LUMO (alpha / beta) = 9.923 / 9.922 eV
LUMO energy (alpha / beta) = -0.2502 / -0.2502 Eh

---

What is the stability order? It is version 1, version 2, from most stable to least stable.

---

Version 1
Entry from the OMol25 dataset: a single C3H2N2OS molecule (the ωB97M-V functional and the def2-TZVPD basis).

Structure (ORCA input):
```
! RIJCOSX wB97M-V def2-TZVPD def2/J DEFGRID3
* xyz 0 1
C 0.89228 -0.50539 -0.63573
C -0.53921 -0.76055 -0.45895
C -0.64233 0.93543 0.92677
H -0.93897 -1.65772 -0.89531
H -1.27102 1.46638 1.67772
N -1.31684 -0.09015 0.27954
N 0.53852 1.35056 0.77250
O 1.39969 0.63758 -0.03382
S 1.87788 -1.37613 -1.63274
*
```

Structure (SMILES) = S=c1cncno1
Gap between HOMO and LUMO = 7.984 eV
LUMO energy = -0.0551 Eh

---

Version 2
Entry from the OMol25 dataset: a single C3H2N2OS molecule (the ωB97M-V functional and the def2-TZVPD basis).

Structure (ORCA input):
```
! RIJCOSX wB97M-V def2-TZVPD def2/J DEFGRID3
* xyz 0 1
C 1.18571 0.22778 -0.45936
C -0.08592 -0.28148 -0.14617
C -1.16285 -0.71277 -1.17851
H 1.70558 -0.13396 -1.50403
H -0.98039 -1.20989 -2.10730
N -2.14651 -1.18714 -0.57483
N -0.71018 -0.45695 1.04280
O -1.99925 -0.72784 0.81469
S 2.22775 1.45463 0.28264
*
```

Structure (SMILES) = S=Cc1cnon1
Gap between HOMO and LUMO = 7.355 eV
LUMO energy = -0.0752 Eh

---

Version 3
Entry from the OMol25 dataset: a single C3H2N2OS molecule (the ωB97M-V functional and the def2-TZVPD basis).

Structure (ORCA input):
```
! RIJCOSX wB97M-V def2-TZVPD def2/J DEFGRID3
* xyz 0 1
C -0.32509 0.94733 0.08678
C -0.80772 1.38838 -1.05070
C 0.79793 -1.10327 1.03214
N 0.72065 0.04111 0.29352
N 0.89035 -1.29978 -0.32916
O 0.82875 -1.57757 2.10835
S -1.51475 1.88141 -2.34502
H -0.66847 1.42864 0.99812
H 0.07835 -1.70626 -0.79403
*
```

Structure (SMILES) = O=C1NN1C=C=S
Gap between HOMO and LUMO = 7.494 eV
LUMO energy = -0.0322 Eh

---

What is the stability order? It is version 1, version 3, version 2, from most stable to least stable.

---

Version 1
Entry from the OMol25 dataset: a single C3H5N3S molecule (the ωB97M-V functional and the def2-TZVPD basis).

Structure (ORCA input):
```
! RIJCOSX wB97M-V def2-TZVPD def2/J DEFGRID3
* xyz 0 1
C 0.40541 -0.80396 0.00236
C -2.54627 0.46429 -0.00627
C 1.91728 -0.68249 0.15308
N -0.22107 -1.83501 -0.16969
N -0.12674 0.53511 0.14929
N -1.42043 1.01954 -0.17876
S -4.05729 0.09001 0.06137
H 2.33271 -0.08891 -0.65990
H 2.34206 -1.68105 0.11196
H 2.16136 -0.22237 1.10783
H 0.56052 1.27338 0.05292
H -1.34753 1.93147 -0.62420
*
```

Gap between HOMO and LUMO (alpha / beta) = 6.050 / 8.833 eV
LUMO energy (alpha / beta) = -0.0244 / -0.0023 Eh

---

Version 2
Entry from the OMol25 dataset: a single C3H5N3S molecule (the ωB97M-V functional and the def2-TZVPD basis).

Structure (ORCA input):
```
! RIJCOSX wB97M-V def2-TZVPD def2/J DEFGRID3
* xyz 0 1
C 1.21488 -1.04666 -0.21496
C 0.22826 -1.23653 0.76217
C -0.69727 -0.12003 0.60285
H -0.24769 3.13703 -0.97872
H 1.73370 0.59172 -1.18085
H 1.99755 -1.69537 -0.51156
H 0.07317 -2.04309 1.44955
H -2.29988 -0.52941 1.64385
N -0.08884 0.80876 -0.36515
N 0.94764 -0.00625 -1.10907
N -1.82353 0.18418 1.12274
S -1.03799 1.95564 -1.22085
*
```

Structure (SMILES) = [H]/N=c1\cc[nH]n1S
Gap between HOMO and LUMO = 9.128 eV
LUMO energy = 0.0272 Eh

---

What is the stability order? It is version 2, version 1, from most stable to least stable.

---

Version 1
Entry from the OMol25 dataset: 2 unconnected molecules or ions with the total composition C2H8 (the ωB97M-V functional and the def2-TZVPD basis).

Structure (ORCA input):
```
! RIJCOSX wB97M-V def2-TZVPD def2/J DEFGRID3
* xyz 0 1
C 2.95123 -1.11381 1.93824
H 3.69059 -1.68434 1.35699
H 1.98591 -1.64098 1.92266
H 2.82999 -0.11365 1.49671
H 3.29839 -1.01568 2.97741
C 5.11593 -0.25242 3.39004
H 5.68432 -0.95816 4.01364
H 5.48094 0.77009 3.56684
H 4.04859 -0.31075 3.64962
H 5.24941 -0.51081 2.32918
*
```

Structure (SMILES) = C.C
Gap between HOMO and LUMO = 12.561 eV
LUMO energy = 0.0424 Eh

---

Version 2
Entry from the OMol25 dataset: 2 unconnected molecules or ions with the total composition C2H8 (the ωB97M-V functional and the def2-TZVPD basis).

Structure (ORCA input):
```
! RIJCOSX wB97M-V def2-TZVPD def2/J DEFGRID3
* xyz 0 1
C -2.53089 2.42234 -2.78992
H -1.98696 1.89563 -3.58786
H -3.09062 3.26516 -3.22160
H -1.81471 2.80063 -2.04561
H -3.23170 1.72776 -2.30368
C 3.13307 -3.87089 -4.48996
H 2.18021 -3.41898 -4.17717
H 2.98529 -4.94405 -4.68097
H 3.88032 -3.73972 -3.69346
H 3.48731 -3.38057 -5.40870
*
```

Structure (SMILES) = C.C
Gap between HOMO and LUMO = 14.604 eV
LUMO energy = 0.0459 Eh

---

What is the stability order? It is version 2, version 1, from most stable to least stable.

---

Version 1
Entry from the OMol25 dataset: a single C3H8N2O2S molecule (the ωB97M-V functional and the def2-TZVPD basis).

Structure (ORCA input):
```
! RIJCOSX wB97M-V def2-TZVPD def2/J DEFGRID3
* xyz 0 1
C -0.22187 2.51378 -0.41477
C -0.65863 0.47606 0.82510
C -0.27843 -0.74257 0.00557
H -0.60277 3.53246 -0.65956
H 0.43665 2.14184 -1.25012
H 0.47172 2.57091 0.50748
H 0.14131 0.85802 1.38846
H -1.35775 0.15690 1.59519
H 1.06329 -1.99442 -0.61482
H 2.79894 0.04281 -1.05938
H -2.96048 -1.85621 -0.01948
N 0.96703 -1.05328 -0.33423
N -1.15494 -1.63647 -0.26833
O -1.19547 1.59052 -0.03385
O -2.47038 -1.03293 -0.07723
S 2.35030 -0.28552 0.17021
*
```

Structure (SMILES) = COC/C(=N\O)NS
Gap between HOMO and LUMO = 9.166 eV
LUMO energy = 0.0220 Eh

---

Version 2
Entry from the OMol25 dataset: a single C3H8N2O2S molecule (the ωB97M-V functional and the def2-TZVPD basis).

Structure (ORCA input):
```
! RIJCOSX wB97M-V def2-TZVPD def2/J DEFGRID3
* xyz 0 1
C -0.10828 2.47451 -1.16543
C 0.29813 -0.28617 -0.36725
C -0.19136 -2.16766 1.10756
H 0.87454 2.79714 -0.87247
H -0.87508 2.45882 -0.34739
H -0.64966 3.09719 -2.00297
H 2.68605 0.83831 0.94194
H 0.97619 -2.18801 0.92219
H -0.70521 -3.26331 0.93522
H -0.41865 -1.56838 2.04147
H -2.51663 -1.45144 -0.31334
N 1.16522 -0.08681 0.48800
N -0.62187 -1.31298 -0.03998
O 2.16043 0.76501 0.11720
O -2.00051 -0.80036 0.31721
S -0.07331 0.69414 -1.76196
*
```

Structure (SMILES) = CS/C(=N\O)N(C)O
Gap between HOMO and LUMO = 9.442 eV
LUMO energy = 0.0259 Eh

---

What is the stability order? It is version 1, version 2, from most stable to least stable.

---

Version 1
Entry from the OMol25 dataset: 2 unconnected molecules or ions with the total composition H3O2PS2 (the ωB97M-V functional and the def2-TZVPD basis).

Structure (ORCA input):
```
! RIJCOSX wB97M-V def2-TZVPD def2/J DEFGRID3
* xyz 0 1
O 0.43000 -1.14485 0.85190
O 1.82217 -1.51876 -1.18179
P 1.21743 -0.41087 -0.17701
S -2.09280 0.85938 0.65329
S -1.01653 1.83045 -0.77748
H -1.45272 -0.00686 1.42833
H 1.63029 -2.38460 -0.87842
H -0.53785 2.77610 0.08118
*
```

Structure (SMILES) = O=PO.SS
Gap between HOMO and LUMO = 9.378 eV
LUMO energy = -0.0019 Eh

---

Version 2
Entry from the OMol25 dataset: a single H3O2PS2 molecule (the ωB97M-V functional and the def2-TZVPD basis).

Structure (ORCA input):
```
! RIJCOSX wB97M-V def2-TZVPD def2/J DEFGRID3
* xyz 0 1
O 0.94832 0.76718 -0.41839
O -1.51438 0.62714 -0.88233
P -0.40666 0.11243 0.16925
S -0.13390 0.63231 2.45828
S -0.08265 -1.87625 -0.32225
H 1.60686 0.84478 0.29114
H -1.45653 0.12174 -1.71225
H -0.37405 -2.31348 1.02566
*
```

Structure (SMILES) = OP(O)(=S)S
Gap between HOMO and LUMO = 8.134 eV
LUMO energy = -0.0254 Eh

---

What is the stability order? It is version 1, version 2, from most stable to least stable.

---

Version 1
Entry from the OMol25 dataset: 13 unconnected molecules or ions with the total composition H24NO15 (the ωB97M-V functional and the def2-TZVPD basis).

Structure (ORCA input):
```
! RIJCOSX wB97M-V def2-TZVPD def2/J DEFGRID3
* xyz -1 1
N -0.67695 -0.73800 0.31528
O -0.90295 -0.41700 -0.84472
O -0.48495 0.20400 1.15028
O -0.10495 -1.84000 0.48628
O -0.22695 3.21000 0.88228
H -0.99795 2.73800 1.07128
H -0.60095 3.96700 0.40828
O -2.78195 1.74000 -1.23472
H -2.13895 1.05800 -0.95672
H -2.83195 2.20400 -0.38272
O 0.69205 -0.34500 -3.04272
H 0.72105 -1.11900 -3.60672
H -0.11195 -0.43900 -2.54472
O -1.51495 1.25700 3.69028
H -1.51795 0.30200 3.78828
H -0.63695 1.51100 3.57228
O 0.37405 2.12000 -2.03772
H 0.59005 1.43100 -2.65972
H 0.14805 1.65900 -1.22472
O -1.29595 -2.63300 -2.46172
H -1.71795 -2.02800 -2.99972
H -1.20895 -2.17500 -1.62872
O 0.76605 -4.38000 -1.64972
H -0.00395 -3.81700 -1.57672
H 1.41305 -4.07100 -0.99372
O 2.23205 2.11900 0.98828
H 2.19705 1.18200 0.72228
H 1.33305 2.40900 0.84628
O 2.37505 -3.35900 0.28828
H 2.56305 -2.95600 -0.56472
H 1.57205 -2.93300 0.58628
O 2.60605 -0.32900 -0.62572
H 2.04405 -0.58700 -1.28172
H 2.39305 -0.83000 0.15528
O 1.69705 -0.75700 2.65528
H 1.77605 0.05100 3.15128
H 0.92105 -0.60400 2.07828
O -2.88795 2.29200 1.51628
H -3.15895 3.15300 1.69628
H -2.60995 1.75000 2.26928
*
```

Gap between HOMO and LUMO = 9.734 eV
LUMO energy = 0.0923 Eh

---

Version 2
Entry from the OMol25 dataset: 13 unconnected molecules or ions with the total composition H24NO15 (the ωB97M-V functional and the def2-TZVPD basis).

Structure (ORCA input):
```
! RIJCOSX wB97M-V def2-TZVPD def2/J DEFGRID3
* xyz -1 1
N -0.21568 0.51943 0.03192
O 0.44570 -0.13548 0.79297
O 0.14784 0.59472 -1.15247
O -1.37860 0.80856 0.42196
O 0.39529 0.44077 -3.81956
H 0.26258 0.68737 -2.83296
H 1.28243 0.79743 -4.02416
O -2.05883 3.09854 -0.12692
H -2.07377 3.14732 -1.20835
H -1.65902 2.19863 0.05001
O 3.31187 1.14776 -2.47954
H 3.94241 1.36277 -1.56009
H 2.50337 1.57367 -2.57437
O -0.27618 -2.42241 3.50660
H -0.54265 -1.68274 3.13741
H -0.83053 -2.98077 2.92508
O 0.21989 -2.38052 -3.11910
H 1.06912 -2.28931 -2.71353
H 0.10882 -1.35755 -3.31939
O -0.71347 0.08139 2.94700
H -0.55688 0.01419 2.10114
H -1.13653 0.89211 3.20277
O -3.63591 -0.18866 1.92511
H -3.05534 0.31430 1.36227
H -3.21234 -1.03322 2.14374
O 2.69350 0.45152 1.47796
H 2.38706 0.47203 2.29804
H 1.89395 0.30704 0.87093
O 3.71835 -1.49531 0.40409
H 3.26413 -0.80535 0.89608
H 3.19228 -2.07941 0.98282
O 0.59193 2.90442 1.29158
H -0.27057 2.69392 1.42735
H 1.11797 2.41109 1.93892
O -0.86368 -2.45724 -0.41979
H -0.27834 -2.07832 0.14329
H -0.48203 -2.21148 -1.28934
O -3.48488 -0.56032 -1.78602
H -3.20327 0.00945 -2.54492
H -2.62000 -0.77036 -1.30850
*
```

Gap between HOMO and LUMO = 10.580 eV
LUMO energy = 0.0941 Eh

---

What is the stability order? It is version 1, version 2, from most stable to least stable.